{
  "formula": "C3H4NO2",
  "method": "ωB97M-V with the def2-TZVPD basis set",
  "e_above_lowest_kcal_mol": 10.5,
  "charge": -1,
  "multiplicity": 1,
  "e_tot_ev": -8761.9570,
  "elements": ["N", "C", "H", "O", "O", "C", "C", "H", "H", "H"],
  "xyz": [[3.417, 3.914, 0.589], [2.606, 3.077, 0.532], [1.858, 2.304, 0.480], [-0.484, 0.210, 0.542], [0.491, -1.077, -1.061], [-0.418, -0.779, -0.239], [-1.638, -1.739, -0.210], [-2.381, -1.387, -0.945], [-1.342, -2.768, -0.475], [-2.109, -1.755, 0.787]],
  "forces_ev_per_angstrom": [[-1.879, -1.926, -0.121], [1.771, 1.824, 0.121], [-0.069, -0.107, -0.031], [0.220, -0.259, -0.337], [-0.508, 0.306, 0.572], [0.315, 0.016, -0.224], [-0.106, -0.267, 0.181], [0.207, -0.127, 0.230], [-0.071, 0.411, -0.028], [0.122, 0.128, -0.363]]
}